Formula: C57H108CrN4O33S4
Source: the OMol25 dataset
Level of theory: wB97M-V/def2-TZVPD

The geometry in XYZ format:
```
207
Properties=species:S:1:pos:R:3:forces:R:3
Cr -24.203 12.604 -10.714 -0.022 -0.066 0.020
C -24.060 4.487 -8.656 1.504 0.580 -0.070
C -25.415 5.175 -8.675 -1.249 -2.127 0.050
C -26.326 4.015 -8.117 -0.553 0.819 -0.474
C -26.218 3.684 -6.630 0.413 0.874 -0.376
C -26.438 4.975 -5.822 0.280 -0.796 0.148
C -25.580 6.224 -6.250 -0.229 -1.839 1.080
N -25.660 6.340 -7.749 3.280 3.807 -2.889
O -25.081 7.530 -8.348 -2.156 -3.964 2.750
C -24.110 6.013 -5.664 -0.469 0.140 -1.479
C -26.255 7.341 -5.505 0.355 1.002 -0.704
C -25.851 5.354 -10.204 -0.370 0.830 0.876
H -23.938 3.787 -7.830 0.086 0.318 0.143
H -23.220 5.181 -8.679 0.075 0.121 0.181
H -23.924 3.872 -9.546 -0.310 0.060 -0.053
H -26.147 3.140 -8.741 -0.087 -0.035 -0.027
H -27.334 4.382 -8.315 -0.374 -0.346 0.075
H -25.239 3.275 -6.380 0.095 -0.080 -0.053
H -26.938 2.897 -6.407 -0.118 0.177 0.219
H -26.194 4.787 -4.776 0.290 -0.024 0.068
H -27.502 5.195 -5.741 -0.109 0.353 -0.649
H -23.680 5.251 -6.314 0.457 0.082 0.384
H -24.018 5.702 -4.623 -0.776 -0.265 -0.046
H -23.495 6.912 -5.698 -0.163 0.164 -0.521
H -26.261 7.073 -4.449 0.034 0.183 -0.026
H -27.278 7.505 -5.844 0.020 -0.016 -0.011
H -25.673 8.247 -5.675 -0.186 0.241 0.285
H -25.293 4.699 -10.873 -0.068 -0.275 0.415
H -25.760 6.332 -10.677 0.362 0.309 0.653
H -26.916 5.137 -10.293 -0.027 -0.233 0.016
C -16.447 12.003 -8.655 0.336 -0.119 0.459
C -17.314 11.371 -7.545 0.338 -1.850 -1.056
C -16.393 10.890 -6.313 -2.572 0.418 -0.435
C -16.128 11.965 -5.293 -0.018 0.308 -0.344
C -17.411 12.760 -4.790 2.158 -1.641 -2.441
C -18.203 13.331 -6.077 -1.108 0.115 2.752
N -18.418 12.284 -7.116 -2.095 1.409 -3.160
O -19.348 12.666 -8.157 3.656 -1.557 4.076
C -17.509 14.594 -6.584 0.939 -0.883 -0.466
C -19.582 13.755 -5.510 -0.382 0.165 -0.609
C -17.941 10.029 -8.114 -0.697 0.179 0.742
H -16.978 12.450 -9.496 -0.342 0.202 0.428
H -15.827 11.232 -9.113 0.093 -0.164 0.235
H -15.771 12.709 -8.172 0.043 0.283 -0.393
H -15.486 10.391 -6.653 -0.106 0.171 -0.250
H -17.022 10.157 -5.808 0.112 -0.413 -0.033
H -15.393 12.599 -5.790 0.031 0.682 0.472
H -15.619 11.470 -4.466 0.018 0.292 0.249
H -16.931 13.477 -4.124 -0.882 0.665 -0.187
H -17.964 12.035 -4.193 -0.521 0.254 -0.160
H -17.335 15.296 -5.770 -0.286 0.025 -0.075
H -18.002 15.053 -7.441 -0.260 -0.025 0.231
H -16.530 14.268 -6.936 0.212 0.344 -0.059
H -20.067 14.394 -6.249 -0.105 0.092 0.092
H -19.493 14.305 -4.574 0.357 0.150 -0.111
H -20.290 12.953 -5.298 0.335 -0.399 -0.158
H -18.444 9.513 -7.296 -0.132 0.091 0.223
H -17.249 9.272 -8.485 0.638 0.518 0.038
H -18.710 10.109 -8.882 0.164 0.691 -0.099
C -29.499 -1.039 -14.443 1.484 1.251 1.196
O -29.622 -2.444 -14.232 -0.683 -0.448 -0.626
C -29.145 -3.217 -15.214 -0.918 -1.209 -2.259
O -28.655 -2.836 -16.263 -0.083 -0.302 1.710
O -29.514 -4.529 -14.976 0.507 2.817 0.916
C -29.048 -5.589 -15.777 0.175 -0.695 -0.069
H -28.428 -0.860 -14.351 0.026 0.449 -0.283
H -29.954 -0.500 -13.613 -0.141 -0.675 0.349
H -29.868 -0.472 -15.298 -0.227 -1.306 -0.731
H -28.538 -5.353 -16.711 -0.364 0.610 0.034
H -29.956 -6.166 -15.948 0.348 -0.295 -0.274
H -28.332 -6.155 -15.180 -0.125 -0.196 0.040
C -24.320 2.516 -20.191 -1.489 -0.284 0.503
O -23.476 3.343 -20.930 1.166 1.287 -1.368
C -22.871 2.992 -22.081 1.222 -2.350 -0.106
O -22.916 1.861 -22.587 -0.136 3.166 0.785
O -22.047 4.040 -22.453 -1.405 -0.871 0.629
C -21.394 3.975 -23.724 -0.890 -0.727 -0.648
H -25.100 3.168 -19.798 0.083 0.237 0.071
H -23.828 2.099 -19.312 0.300 -0.293 -0.368
H -24.890 1.785 -20.764 0.658 -0.285 -0.219
H -21.572 4.898 -24.276 0.343 0.295 0.518
H -21.903 3.231 -24.337 0.282 -0.347 0.103
H -20.339 3.720 -23.620 -0.134 0.173 0.103
C -18.256 6.578 2.167 0.137 0.696 -0.526
O -17.422 6.378 3.337 -0.371 -2.609 -2.442
C -17.150 7.289 4.204 -0.848 1.259 1.774
O -17.535 8.416 4.173 -0.249 1.653 -0.331
O -16.503 6.757 5.234 0.950 -1.364 1.470
C -16.425 7.498 6.496 -0.630 1.647 -1.207
H -19.209 6.051 2.218 0.088 0.075 0.786
H -17.807 6.193 1.251 0.762 -0.395 0.491
H -18.429 7.621 1.901 -0.025 0.162 0.766
H -17.323 8.114 6.529 0.031 0.072 0.134
H -15.584 8.191 6.454 0.083 -0.144 -0.100
H -16.374 6.962 7.443 0.073 -1.052 -0.816
C -34.881 -3.300 2.698 2.149 0.223 -0.070
O -34.153 -2.290 1.909 -0.880 0.477 0.227
C -33.333 -2.667 0.946 1.036 -0.849 -1.821
O -33.268 -3.769 0.409 0.007 1.910 1.071
O -32.560 -1.564 0.613 -0.323 -0.382 0.494
C -31.572 -1.595 -0.453 -0.774 -0.196 0.110
H -35.262 -2.795 3.586 -0.306 0.232 -0.529
H -34.023 -3.873 3.050 -0.607 -0.888 0.134
H -35.612 -3.891 2.146 0.197 0.302 -0.084
H -31.122 -2.586 -0.506 -0.146 0.128 -0.346
H -30.808 -0.828 -0.325 -0.033 -0.158 1.040
H -32.037 -1.226 -1.367 -0.321 -0.787 -0.235
C -11.516 -0.193 -5.719 1.003 0.816 0.251
O -12.917 -0.326 -5.919 1.551 -2.120 0.465
C -13.667 0.726 -5.932 -1.030 0.860 -1.949
O -13.338 1.857 -5.684 -0.638 -0.252 0.248
O -14.830 0.269 -6.510 -0.143 0.804 0.574
C -15.825 1.237 -6.888 0.149 0.144 0.882
H -11.254 0.249 -4.757 -0.369 -0.052 0.142
H -11.059 0.460 -6.463 -0.333 0.126 -0.205
H -10.985 -1.141 -5.800 -0.775 -0.244 -0.004
H -15.959 1.964 -6.087 0.345 0.306 -0.165
H -16.799 0.750 -6.945 0.337 -0.414 -0.342
H -15.545 1.710 -7.829 -0.098 0.028 0.102
C -36.064 -1.071 -4.886 -0.896 -0.883 -0.690
C -35.718 -1.060 -6.222 1.156 0.702 -0.210
C -35.119 0.083 -6.763 -0.245 0.501 -0.118
C -34.978 1.255 -5.996 0.480 -1.194 0.526
C -35.339 1.182 -4.637 -0.164 1.673 -1.155
C -36.009 0.088 -4.164 0.915 -0.215 1.278
N -34.380 2.503 -6.579 -1.128 1.192 -1.118
O -34.325 3.517 -5.866 0.317 -1.917 -0.838
O -34.177 2.516 -7.812 0.071 -0.332 2.353
H -36.408 -1.989 -4.433 -0.241 0.002 0.049
H -35.760 -1.928 -6.863 -0.139 -0.162 0.190
H -34.771 0.005 -7.782 -0.019 0.467 -0.077
H -35.190 2.013 -3.963 0.048 0.242 -0.235
H -36.287 0.095 -3.120 -0.142 -0.075 0.058
C -29.600 -7.001 -7.685 -0.685 0.029 1.070
C -29.699 -8.299 -8.159 0.130 -0.050 1.448
C -29.265 -9.365 -7.318 -0.708 -0.239 -1.445
C -28.702 -9.165 -6.069 -0.332 1.511 -0.157
C -28.585 -7.826 -5.645 -0.625 -0.135 0.460
C -29.141 -6.771 -6.396 1.728 -1.059 -0.030
N -28.284 -10.270 -5.141 1.360 -2.269 -0.406
O -27.877 -10.051 -4.029 -0.382 2.241 0.755
O -28.216 -11.437 -5.528 -1.145 0.992 -1.591
H -30.039 -6.108 -8.105 0.001 -0.288 -0.928
H -30.277 -8.459 -9.057 0.380 -0.454 -0.181
H -29.469 -10.342 -7.732 0.265 -0.332 0.391
H -28.160 -7.661 -4.666 0.035 0.153 0.064
H -29.055 -5.735 -6.104 -0.022 -0.103 0.548
O -29.209 10.857 -12.476 -2.081 -0.731 -0.452
S -30.553 10.424 -12.869 0.888 0.944 0.408
O -31.513 11.380 -13.376 0.647 -0.707 0.712
O -30.318 9.330 -13.992 1.079 1.208 1.430
C -31.408 8.822 -14.716 -0.304 -1.125 -0.670
C -30.856 8.651 -16.138 -0.517 -0.334 0.185
C -31.272 9.414 -11.536 0.670 0.430 -0.492
H -32.336 9.387 -14.629 0.398 0.787 -0.348
H -31.667 7.911 -14.177 0.051 -0.651 -0.612
H -30.085 7.885 -16.214 -0.253 -0.323 0.336
H -30.321 9.540 -16.472 -0.560 0.325 0.080
H -31.682 8.394 -16.801 0.190 0.094 -0.225
H -31.451 10.008 -10.639 -0.053 0.207 -0.300
H -30.490 8.689 -11.310 -0.204 -0.146 -0.059
H -32.191 8.953 -11.898 0.118 0.037 0.040
O -34.967 5.757 4.716 0.573 -0.756 -0.477
S -34.769 4.692 3.764 -1.081 -0.774 -0.747
O -35.747 3.597 3.727 2.164 1.897 -0.288
O -34.729 5.362 2.257 -0.299 -1.257 1.023
C -34.259 6.687 2.154 1.006 1.950 -0.857
C -33.263 6.888 0.961 0.334 -0.568 0.176
C -33.038 4.044 3.752 -1.182 -0.533 0.579
H -33.731 7.056 3.033 0.068 -0.568 0.305
H -35.128 7.344 2.121 -0.029 0.008 -0.468
H -33.626 6.829 -0.065 -0.575 -0.088 0.250
H -32.442 6.173 1.009 -0.253 -0.648 0.207
H -32.647 7.787 1.002 -0.689 0.589 0.443
H -32.750 3.928 2.707 0.157 0.466 0.227
H -33.080 3.037 4.167 -0.186 0.039 0.121
H -32.414 4.642 4.417 -0.014 0.235 -0.497
O -21.256 10.628 -14.987 1.690 -0.681 -3.689
S -20.594 10.378 -16.315 -1.680 1.442 -0.236
O -21.056 11.085 -17.588 1.718 -2.042 4.239
O -18.980 10.648 -15.999 -2.731 -0.254 -0.182
C -18.184 10.891 -17.145 0.140 0.165 -1.436
C -16.764 10.805 -16.728 1.806 0.453 -0.046
C -20.573 8.575 -16.688 0.565 0.721 -0.442
H -18.402 11.847 -17.619 -0.070 0.415 0.588
H -18.439 10.234 -17.976 0.081 -0.725 0.254
H -16.422 9.904 -16.219 -0.569 -0.112 0.107
H -16.453 11.667 -16.137 -0.351 -0.049 0.413
H -16.081 10.898 -17.573 -0.286 -0.119 -0.454
H -20.136 8.051 -15.838 -0.439 0.047 0.007
H -19.934 8.419 -17.558 0.440 0.404 0.124
H -21.516 8.203 -17.086 -0.358 0.354 0.812
O -27.583 14.789 -7.112 -1.238 2.166 1.153
S -28.449 15.788 -6.468 -1.518 -2.470 0.624
O -28.491 17.185 -6.809 0.647 -0.902 0.178
O -29.991 15.179 -6.677 2.566 0.245 -0.665
C -31.046 16.092 -6.607 -2.276 0.481 0.076
C -32.285 15.385 -7.238 1.398 1.111 -0.150
C -28.473 15.536 -4.619 0.616 0.168 -0.798
H -30.954 17.020 -7.171 0.810 -0.145 -0.192
H -31.172 16.428 -5.577 -0.286 -0.285 0.289
H -32.078 15.514 -8.300 -0.182 -0.626 -0.203
H -33.172 16.000 -7.084 -0.165 -0.464 0.461
H -32.326 14.328 -6.974 -0.415 0.256 0.106
H -28.581 14.481 -4.368 0.039 -0.021 -0.554
H -29.329 16.063 -4.197 0.177 0.251 -0.282
H -27.530 15.887 -4.199 -0.117 0.203 -0.090
```
Positions in Å, forces in eV/Å.

Properties
⟨S²⟩: 15.76
2S+1: 8
E_HOMO (spin up / spin down), Eh: -0.3908 / -0.4003
Charge: +1
Maximum force, eV/A: 5.8
E_LUMO (spin up / spin down), eV: -5.4 / -4.8
Gap between HOMO and LUMO (spin up / spin down), hartree: 0.19146 / 0.22463